37
Properties=species:S:1:pos:R:3:forces:R:3:mulliken_charge:R:1 method="wB97M-V/def2-TZVPD" homo_lumo_gap_ev=8.2984 e_homo_ha=-0.35700 largest_force_ev_per_a=7.4 smiles="N#CO[C@@H]1CS(=O)(=O)OC[C@H]1CN.O=C1C=C(O)C(=O)C=C1O" lumo_energy_ev=-1.42
N 0.407273 -2.692719 1.507554 -0.2711 -1.1599 -4.2761 -0.451
C 0.250655 -3.063832 0.386258 -1.1860 -0.7352 1.0659 0.499
O -0.164653 -3.666025 -0.821086 1.7674 2.4498 2.6476 -0.387
C -0.314864 -2.648056 -1.864411 -0.9879 0.8519 -1.4484 -0.076
C 1.064908 -1.936240 -2.278803 -0.0874 -1.2843 0.2871 -0.723
S 0.933130 -0.116365 -2.622979 5.1120 4.4583 -2.8840 1.206
O 1.189656 0.058269 -4.108786 -2.3211 -1.1251 3.9173 -0.676
O 2.003658 0.669494 -1.887769 -3.5713 -2.8621 -0.8337 -0.594
O -0.538861 0.538882 -2.146797 1.5112 -1.9407 0.0719 -0.332
C -1.040972 -0.197375 -0.988784 -0.8818 -1.4183 0.9613 -0.745
C -1.510422 -1.644718 -1.493072 -0.2369 0.7148 -0.1030 0.172
C -2.539677 -1.433573 -2.740954 0.0018 -0.5784 0.6614 -0.643
N -3.660303 -2.434313 -2.615484 1.1606 0.3512 0.2830 -0.711
H -0.665977 -3.227733 -2.796885 0.5935 0.5780 1.6999 0.452
H 1.910594 -2.069815 -1.517463 -1.4282 0.4819 -0.7609 0.424
H 1.449706 -2.429666 -3.245855 -0.6646 1.2567 1.3417 0.333
H -0.278408 -0.301047 -0.147803 -0.6752 0.3885 -1.1516 0.253
H -1.949728 0.357322 -0.556075 1.4871 -0.6169 -0.9429 0.434
H -2.114433 -2.155767 -0.659473 0.9571 0.8131 -1.1181 0.365
H -2.029976 -1.594205 -3.755612 -0.6575 0.4475 1.4919 0.298
H -2.994457 -0.393343 -2.677779 0.7428 -1.3042 -0.2630 0.341
H -4.125662 -2.235956 -1.716362 0.1857 -0.2598 -0.6204 0.296
H -3.197702 -3.353519 -2.496140 -0.6399 0.5382 -0.1226 0.305
C 2.488941 1.821326 3.171172 -0.0345 -0.0613 -0.2939 -0.979
C 1.969331 2.506406 4.192029 0.9364 -0.3511 0.8082 0.366
C 0.711890 3.293657 4.040049 -0.6178 0.3589 -0.2254 0.922
O 0.256391 3.891751 4.999443 0.3480 -0.2158 0.0153 -0.610
C 0.070964 3.318051 2.721223 0.0031 0.0912 0.3707 -0.804
C 0.593169 2.635554 1.699741 -0.9854 0.4208 -0.8818 0.379
C 1.833879 1.827101 1.859263 0.7181 -0.3970 0.2115 0.870
O 2.265937 1.204667 0.907689 -0.3476 0.1787 0.1404 -0.468
O 0.013704 2.649095 0.468205 0.8897 -0.4880 0.8600 -0.636
O 2.565281 2.513903 5.415009 -0.9277 0.3467 -0.7960 -0.571
H 3.398858 1.244397 3.268397 -0.0393 0.0122 -0.0014 0.432
H -0.830553 3.907089 2.619316 0.0269 -0.0146 0.0041 0.439
H 0.580856 2.080567 -0.093540 0.0241 0.1553 -0.0941 0.277
H 1.997861 3.076720 5.976574 0.0961 -0.0809 -0.0220 0.345

44
Properties=species:S:1:pos:R:3:forces:R:3:mulliken_charge:R:1 method="wB97M-V/def2-TZVPD" homo_lumo_gap_ev=5.1745 e_homo_ha=-0.15315 largest_force_ev_per_a=2.1 e_above_lowest_ev=0.846 charge=-1 lumo_energy_ev=1.01
Pt -0.559386 0.223738 -0.071059 0.3442 2.0178 -0.5381 1.727
O 1.192092 3.280768 1.841291 -0.2071 -0.1054 -0.0143 -0.547
P 1.920952 2.088016 1.016989 0.2895 -0.0612 -0.1120 0.576
O 3.305625 1.943943 1.488132 -0.0771 -0.0644 -0.0432 -0.819
O 1.071486 0.831565 1.015606 0.1266 -0.1579 0.4487 -0.120
O 1.866786 2.693145 -0.480940 -0.1085 -0.0301 -0.0724 -0.250
P 1.010822 3.748817 -1.336024 -0.0667 -0.1212 -0.0311 0.674
O 0.884418 4.985336 -0.353063 -0.0968 0.1048 -0.1061 -0.582
O 1.618724 4.072946 -2.619860 0.1019 0.0268 0.0586 -0.700
O -0.427701 3.122426 -1.508170 0.4304 0.0882 -0.4686 -0.290
H 1.640925 3.365314 2.686200 0.1460 0.1108 0.1534 0.283
H 0.710076 4.684169 0.553014 0.0217 -0.0035 0.1697 0.403
C -6.036325 0.079687 -0.801322 0.1218 -0.0260 0.0445 -0.421
C -5.167157 -0.172058 0.252354 -0.0787 -0.0168 -0.0317 -0.825
C -3.799520 -0.218670 0.043787 0.1019 -0.0748 0.1661 -0.221
C -3.292526 -0.016050 -1.231435 0.0378 -0.2651 -0.0925 0.583
C -4.151982 0.220161 -2.296904 -0.0987 0.0637 -0.0495 -0.474
C -5.518851 0.272010 -2.073997 0.0269 0.0077 -0.0738 -0.617
N -1.873113 -0.064722 -1.437101 -0.5152 0.1592 -1.5149 0.677
N -1.528513 -0.127380 -2.689348 -0.3025 -0.4855 0.9197 -0.956
C -0.181729 -0.070964 -2.922129 0.3147 0.2131 0.0415 0.423
C 0.316358 -0.150009 -4.233903 -0.2626 0.1194 0.1421 -0.639
C 1.672808 -0.144123 -4.413879 0.2565 -0.0073 0.0168 -0.244
C 2.529937 -0.066974 -3.303596 -0.1701 0.1441 -0.1771 -0.868
C 1.973619 0.033535 -2.052840 -0.1683 0.4678 -0.0975 -0.318
N 0.646366 0.045730 -1.878165 0.3968 -1.4349 -0.1214 -0.222
H -7.103719 0.125880 -0.631738 -0.0262 0.0048 0.0022 0.375
H -5.551820 -0.332454 1.250792 -0.0025 -0.0096 0.0111 0.387
H -3.124768 -0.425150 0.865767 0.0170 0.0490 -0.0005 0.539
H -3.739954 0.376199 -3.280939 -0.0251 0.0180 -0.0301 0.427
H -6.182591 0.468989 -2.906156 -0.0074 0.0111 -0.0078 0.345
H -0.383695 -0.216821 -5.053526 0.0074 0.0516 -0.0417 0.491
H 2.083244 -0.198609 -5.413888 0.0190 -0.0225 0.0108 0.378
H 3.603510 -0.073549 -3.415347 0.0325 -0.0831 -0.0320 0.411
H 2.571972 0.113126 -1.154564 0.0055 -0.0543 0.0105 0.459
C 0.979882 -1.962705 2.402821 0.2042 0.0020 0.1475 -0.677
S -0.618648 -2.071161 1.678001 -0.5712 0.3045 -0.5218 1.254
O -1.249453 -3.235253 2.241978 -0.0969 -0.2616 -0.0175 -0.688
O -1.325278 -0.792162 1.970659 0.3903 -0.5749 0.4357 -0.643
O -0.400852 -2.111010 0.202776 0.1838 -0.5939 0.6765 -0.793
H 0.855106 -2.078090 3.476371 0.0322 -0.0036 0.0379 0.348
H 1.431373 -1.004181 2.164145 -0.0245 0.0022 -0.0562 0.028
H 1.567749 -2.781156 1.994725 0.0288 -0.0452 0.0492 0.307
Se -1.353875 2.452991 -0.069663 -0.7316 0.5360 0.7090 -0.180